33
Properties=species:S:1:pos:R:3:forces:R:3:lowdin_charge:R:1 method="wB97M-V/def2-TZVPD" total_charge=-2 orbital_gap_ev=2.04 homo_energy_ev=1.75
C 2.817692 -1.651133 -2.962875 -0.60 0.58 0.64 -0.001
C 1.929570 -0.377073 -3.082985 -0.58 0.01 -0.02 -0.523
O 1.820469 0.185543 -4.128807 0.59 0.36 -0.38 0.105
O 1.234837 0.116918 -1.978773 0.57 -1.62 -0.93 0.040
C 0.338788 -0.918556 -1.486617 -0.80 -0.72 -0.26 -0.387
O 0.379499 -1.099686 -0.313249 0.24 0.19 0.22 0.089
C -0.549028 -1.685729 -2.491998 -0.11 -0.06 -0.22 -0.142
C -2.009973 -1.929570 -1.965331 0.27 0.46 -0.66 -0.310
O -2.332590 -3.329945 -2.300677 0.46 0.04 -0.03 -0.178
C -3.037369 -1.049460 -2.730584 -2.54 0.05 0.72 -0.732
O -2.778208 -0.375812 -3.768793 1.39 -0.07 -0.13 -0.159
O -4.254187 -1.054009 -2.272668 1.68 -0.47 -0.11 -0.212
H 3.536437 -1.593545 -3.806407 -0.45 -0.25 0.67 0.078
H 2.157313 -2.545503 -3.027366 0.47 0.64 -0.15 0.078
H 3.303730 -1.686584 -1.964842 -0.11 0.04 -0.67 0.081
H -0.074691 -2.699139 -2.603246 -0.27 0.67 0.36 0.106
H -0.571520 -1.231048 -3.518474 0.21 0.17 0.66 0.103
H -2.162815 -3.423196 -3.260806 -0.34 -0.01 0.14 0.040
O 1.564292 2.539279 4.387300 -0.13 -0.18 0.33 -0.298
S 0.156664 2.456485 4.111687 -0.45 -0.04 -1.31 0.567
O -0.720790 1.665475 4.923420 0.40 0.11 0.32 -0.287
O -0.056913 2.078305 2.581551 0.06 0.65 0.77 -0.259
C 0.586141 0.891360 2.060737 0.29 -1.07 -0.47 -0.241
C -0.129123 -0.373390 2.479500 -0.13 -0.01 0.62 -0.082
C -0.503551 4.093072 4.012426 -0.02 0.11 0.00 -0.135
H 1.638700 0.869687 2.354443 -0.08 0.23 0.14 0.114
H 0.556193 0.973024 0.975359 -0.15 0.25 0.11 0.110
H -0.047329 -0.536129 3.557833 0.04 0.08 0.01 0.063
H 0.297027 -1.236435 1.974030 -0.07 0.15 -0.16 0.066
H -1.191567 -0.312003 2.241395 0.09 -0.08 -0.20 0.096
H 0.133690 4.691610 3.365620 -0.02 -0.07 -0.01 0.069
H -0.514727 4.508093 5.019173 0.04 -0.10 0.01 0.066
H -1.516659 4.039094 3.620025 0.05 -0.06 -0.01 0.074

***

25
Properties=species:S:1:pos:R:3:forces:R:3:lowdin_charge:R:1 method="wB97M-V/def2-TZVPD" smiles=Cc1ccc(O)cc1.CCS total_charge=0 de_lowest_ev=0.109 orbital_gap_ev=9.09 homo_energy_ev=-8.43
C -3.664278 -0.325066 -1.422417 -0.33 -0.25 0.03 -0.062
C -2.321246 0.306882 -1.172289 -0.58 -0.11 -0.86 -0.288
C -2.248832 1.641650 -0.813108 0.38 0.35 0.48 -0.048
C -1.028482 2.294578 -0.639088 -0.62 -0.62 -0.11 -0.008
C 0.117028 1.610613 -0.978063 1.20 -0.01 0.01 -0.329
O 1.321232 2.279388 -0.958087 -0.31 0.60 0.06 0.007
C 0.081647 0.278342 -1.375141 -1.07 0.14 -0.15 -0.025
C -1.144455 -0.368209 -1.481054 0.73 0.04 1.02 -0.046
H -3.797484 -0.600403 -2.465163 0.20 0.00 -0.25 0.076
H -4.475407 0.366613 -1.210451 -0.03 0.08 0.22 0.069
H -3.849950 -1.245431 -0.863235 0.17 0.10 0.18 0.077
H -3.139933 2.217422 -0.596831 -0.19 -0.21 0.00 0.109
H -1.015770 3.272583 -0.189806 0.28 0.28 -0.26 0.115
H 2.003885 1.777099 -0.509007 0.04 -0.39 0.07 -0.001
H 0.966747 -0.252290 -1.658141 0.54 -0.04 0.02 0.105
H -1.099453 -1.440290 -1.632450 -0.42 0.02 -0.43 0.112
C 1.870735 -1.627236 2.615703 -0.24 0.00 -0.92 -0.171
C 2.883776 -1.591302 1.461203 0.25 -0.41 1.25 -0.615
S 3.235754 0.079610 0.895008 0.22 0.16 -0.42 0.740
H 0.879630 -1.410424 2.234501 -0.32 -0.10 0.02 0.064
H 2.071485 -0.869525 3.358253 0.34 0.19 0.19 0.059
H 1.889465 -2.598817 3.094576 -0.15 -0.23 0.08 0.066
H 3.770218 -2.088816 1.856741 0.40 0.37 -0.32 0.064
H 2.620561 -2.183719 0.587926 -0.42 0.14 -0.01 0.061
H 4.073139 0.476756 1.860410 -0.07 -0.10 0.09 -0.132

***

25
Properties=species:S:1:pos:R:3:forces:R:3:lowdin_charge:R:1 method="wB97M-V/def2-TZVPD" total_charge=0 de_lowest_ev=8.553 orbital_gap_ev="6.84 / 7.37" homo_energy_ev="-7.98 / -8.21"
C 1.384057 -1.062414 -1.754900 0.21 -1.03 -1.72 -0.262
C 1.465614 -1.464674 -0.444609 0.68 -1.08 -1.74 -0.424
C 0.861568 -0.654485 0.397559 -0.87 3.20 -0.64 -0.090
C 0.317770 1.266622 -0.927529 0.69 -3.74 1.48 -0.042
C 2.208190 -2.728247 -0.161750 -1.28 -2.29 -2.50 -0.040
C 0.763981 -0.793769 1.827265 -1.59 -0.27 1.34 -0.099
C -2.041262 1.786545 -1.551082 -1.30 3.92 0.89 -0.118
C -1.510056 1.203185 0.837771 -0.44 0.11 0.60 -0.107
C -0.972827 1.781511 -0.463010 0.13 3.42 1.19 -0.577
O 0.425972 0.530235 -3.584795 -0.26 -0.20 0.02 -0.471
S 0.209411 0.011059 -2.219588 0.40 1.55 0.00 0.905
H 1.809717 -1.636161 -2.569724 0.19 0.18 -0.09 0.097
H 3.180681 -2.459968 0.092751 1.94 0.09 0.42 0.055
H 2.250767 -3.486550 -1.175546 -0.21 2.17 3.06 0.161
H 1.752611 -3.235148 0.680886 0.05 -0.44 -0.05 0.062
H 1.123131 -1.807194 2.183600 0.01 1.28 -0.21 0.096
H -0.353381 -0.769983 2.046377 1.47 0.05 0.35 0.084
H 1.250724 0.085572 2.297416 -0.25 -0.78 0.21 0.102
H -2.926385 2.622724 -1.247591 2.61 -1.86 -1.17 0.152
H -2.611492 0.925534 -1.584894 -0.81 -2.26 0.00 0.038
H -1.567874 1.946413 -2.525437 -0.54 0.44 0.07 0.062
H -2.561623 1.567595 0.922198 0.79 -0.21 0.46 0.089
H -0.903450 1.380532 1.773669 -0.69 0.32 -1.16 0.094
H -1.524589 0.121464 0.740269 -0.34 -0.14 -0.21 0.055
H -0.714274 2.950763 -0.220242 -0.60 -2.43 -0.59 0.177

***

27
Properties=species:S:1:pos:R:3:forces:R:3:lowdin_charge:R:1 method="wB97M-V/def2-TZVPD" total_charge=+1 de_lowest_ev=0.408 orbital_gap_ev=9.92 homo_energy_ev=-12.62
Cs 1.819882 0.224702 1.377669 0.27 -0.39 2.05 1.213
C 0.554765 -2.165171 3.655716 0.00 0.01 0.01 -0.137
C -0.197673 -1.135170 4.209243 -0.03 -0.02 -0.04 -0.107
C -1.305360 -0.640862 3.528722 0.05 -0.03 -0.04 -0.093
C -1.657767 -1.174136 2.292916 0.06 -0.04 0.04 -0.099
C -0.903280 -2.203583 1.739054 0.00 0.04 0.03 -0.116
C 0.204154 -2.697337 2.420132 -0.04 -0.03 0.02 -0.143
H 1.403209 -2.564629 4.196922 -0.01 -0.01 0.00 0.112
H 0.060890 -0.738541 5.182473 0.00 0.01 0.00 0.112
H -1.911872 0.136536 3.974460 0.01 0.02 0.00 0.110
H -2.541976 -0.814407 1.782854 0.01 0.02 -0.02 0.107
H -1.195985 -2.642711 0.793847 0.01 0.01 -0.01 0.109
H 0.776862 -3.514841 2.000690 0.00 -0.01 0.00 0.111
C -1.016827 1.807454 -1.591269 -0.17 0.05 0.04 -0.198
As 0.682196 1.234770 -2.243198 0.46 -0.30 0.46 0.949
C 1.472030 2.714627 -3.137289 0.08 0.16 -0.05 -0.196
C 0.360850 -0.111267 -3.547902 -0.04 -0.13 -0.10 -0.196
O 1.632211 0.667641 -0.976859 -0.72 0.66 -2.33 -0.971
H -1.642027 2.150097 -2.414357 -0.01 0.01 0.00 0.051
H -0.872581 2.620598 -0.884084 -0.01 0.05 0.03 0.046
H -1.502425 0.972550 -1.091281 -0.03 -0.03 0.02 0.040
H 0.803298 3.076945 -3.916605 0.01 0.01 -0.01 0.052
H 2.413727 2.394977 -3.576092 0.05 0.03 -0.01 0.050
H 1.652189 3.502259 -2.409950 0.05 0.06 -0.02 0.047
H -0.302440 0.270334 -4.322717 0.01 -0.01 -0.01 0.051
H -0.097538 -0.966065 -3.056788 0.00 -0.06 -0.03 0.046
H 1.311486 -0.404772 -3.986304 0.01 -0.05 -0.02 0.050